4 unconnected molecules or ions with the total composition C12H23BO16. Source: the OMol25 dataset; level of theory: the ωB97M-V functional and the def2-TZVPD basis.

* multiplicity: 1
* highest occupied orbital energy: -10.45 eV
* net charge: 0
* SMILES: O=C(O)COC(=O)OB(O)O.COC(=O)OC.COC(=O)OC.COC(=O)OC

Each atom is followed by the atoms it is bonded to, with distances in Å.
Positions of all 52 atoms, in Å:
1 O 1.1760 2.9349 -0.1652  C2 1.193
2 C 1.4913 1.9976 0.5020  O1 1.193, O3 1.356, C4 1.531
3 O 2.6735 1.8914 1.1580  C2 1.356, H12 0.977
4 C 0.6442 0.7407 0.7201  C2 1.531, O5 1.435, H13 1.098, H14 1.102
5 O -0.1686 0.8246 1.8994  C4 1.435, C6 1.363
6 C -1.1510 1.7685 1.9403  O5 1.363, O7 1.173, O8 1.358
7 O -0.9744 2.9119 2.1356  C6 1.173
8 O -2.3695 1.1699 1.9564  C6 1.358, B9 1.392
9 B -3.2519 1.2785 0.8854  O8 1.392, O10 1.376, O11 1.376
10 O -2.7908 1.8366 -0.2848  B9 1.376, H15 0.972
11 O -4.5244 0.7766 1.0352  B9 1.376, H16 0.965
12 H 3.1941 2.6882 0.9384  O3 0.977
13 H 1.2820 -0.1375 0.8838  C4 1.098
14 H 0.0222 0.5993 -0.1783  C4 1.102
15 H -3.1829 1.4041 -1.0616  O10 0.972
16 H -4.9748 1.0625 1.8394  O11 0.965
17 C 4.3190 -1.3538 0.9103  O18 1.434, H23 1.087, H24 1.088, H25 1.088
18 O 4.3323 -1.7176 -0.4769  C17 1.434, C19 1.333
19 C 5.3995 -1.2859 -1.1494  O18 1.333, O20 1.206, O21 1.335
20 O 6.3077 -0.6372 -0.6934  C19 1.206
21 O 5.2914 -1.6916 -2.4164  C19 1.335, C22 1.433
22 C 6.3794 -1.2931 -3.2587  O21 1.433, H26 1.088, H27 1.088, H28 1.086
23 H 3.3985 -1.7684 1.3139  C17 1.087
24 H 5.1766 -1.7793 1.4279  C17 1.088
25 H 4.3210 -0.2716 1.0221  C17 1.088
26 H 7.3174 -1.7058 -2.8921  C22 1.088
27 H 6.4545 -0.2080 -3.2985  C22 1.088
28 H 6.1450 -1.6943 -4.2398  C22 1.086
29 C 1.8960 -3.0269 5.7901  O30 1.433, H35 1.085, H36 1.088, H37 1.088
30 O 1.4799 -4.1757 5.0408  C29 1.433, C31 1.332
31 C 1.2275 -3.9331 3.7554  O30 1.332, O32 1.207, O33 1.333
32 O 1.3245 -2.8615 3.2089  C31 1.207
33 O 0.8480 -5.0712 3.1750  C31 1.333, C34 1.433
34 C 0.5428 -4.9530 1.7801  O33 1.433, H38 1.089, H39 1.088, H40 1.085
35 H 2.0575 -3.3872 6.8011  C29 1.085
36 H 2.8171 -2.6169 5.3799  C29 1.088
37 H 1.1225 -2.2614 5.7760  C29 1.088
38 H 1.4166 -4.6166 1.2246  C34 1.089
39 H -0.2759 -4.2523 1.6269  C34 1.088
40 H 0.2540 -5.9505 1.4642  C34 1.085
41 C -7.5524 2.1010 -4.1425  O42 1.432, H47 1.086, H48 1.088, H49 1.088
42 O -6.8490 3.3483 -4.1087  C41 1.432, C43 1.333
43 C -5.5580 3.2454 -3.7911  O42 1.333, O44 1.208, O45 1.332
44 O -4.9755 2.2165 -3.5436  C43 1.208
45 O -5.0232 4.4651 -3.7868  C43 1.332, C46 1.434
46 C -3.6252 4.4825 -3.4686  O45 1.434, H50 1.088, H51 1.089, H52 1.085
47 H -8.5730 2.3543 -4.4119  C41 1.086
48 H -7.1160 1.4361 -4.8856  C41 1.088
49 H -7.5238 1.6197 -3.1666  C41 1.088
50 H -3.0599 3.9220 -4.2109  C46 1.088
51 H -3.4643 4.0485 -2.4834  C46 1.089
52 H -3.3275 5.5260 -3.4763  C46 1.085